# C23H35N3O4PdS2

C23H35N3O4PdS2 as an isolated structure (ωB97M-V/def2-TZVPD, OMol25).

CARTESIAN COORDINATES (ANGSTROEM)
Pd: -0.4896 -1.1277 0.2401
N: 1.8139 2.4093 2.8311
C: 1.9021 1.4329 3.9354
C: 0.5093 0.9897 4.3739
C: -0.2717 0.2190 3.3025
N: -0.8259 1.1219 2.2970
C: 0.5911 -0.9509 2.7946
C: 2.0341 -0.6098 2.4092
N: 2.1319 0.0961 1.1093
C: 2.7223 0.2174 3.4965
H: 0.9938 2.9948 2.9406
H: 1.9802 1.0976 1.2600
H: 2.6275 3.0125 2.8199
H: 2.3986 1.8767 4.8065
H: -0.0823 1.8534 4.6838
H: 0.6333 0.3488 5.2520
H: -1.1369 -0.2248 3.8000
H: -0.1542 1.3645 1.5802
H: -1.6344 0.7062 1.8388
H: 0.0784 -1.5192 1.9724
H: 0.6551 -1.6928 3.5986
H: 2.5798 -1.5460 2.2782
H: 1.4183 -0.2775 0.4462
H: 3.0741 -0.1248 0.5420
H: 3.7106 0.5273 3.1456
H: 2.8835 -0.4219 4.3681
O: -3.5269 -0.0051 1.0282
S: -4.3499 -0.0419 -0.2155
C: -3.2697 0.6649 -1.5026
C: -3.5577 0.2615 -2.9445
C: -2.4488 0.6752 -3.9343
C: -1.4681 -0.4316 -4.3353
S: -0.1605 -0.6497 -3.1076
O: -0.9395 -1.1656 -1.9231
C: 0.6147 -2.0744 -3.8505
C: 1.4447 -1.9042 -4.9479
C: 2.0510 -3.0162 -5.5107
C: 1.8361 -4.2748 -4.9634
C: 1.0179 -4.4242 -3.8528
C: 0.4002 -3.3181 -3.2861
C: -4.4181 -1.7380 -0.7819
C: -5.5662 -2.1377 -1.4509
C: -5.6739 -3.4437 -1.9084
C: -4.6423 -4.3416 -1.6739
C: -3.5061 -3.9357 -0.9841
C: -3.3872 -2.6301 -0.5328
H: -2.2665 0.3813 -1.1825
H: -3.3921 1.7426 -1.3696
H: -4.4950 0.7250 -3.2620
H: -3.7061 -0.8170 -3.0074
H: -1.8923 1.5329 -3.5426
H: -2.9181 1.0230 -4.8563
H: -0.9608 -0.1793 -5.2695
H: -1.9632 -1.3977 -4.4529
H: 1.6315 -0.9138 -5.3465
H: 2.7019 -2.9002 -6.3673
H: 2.3189 -5.1401 -5.3984
H: 0.8669 -5.4048 -3.4203
H: -0.2276 -3.3959 -2.4077
H: -6.3721 -1.4301 -1.6086
H: -6.5653 -3.7615 -2.4333
H: -4.7265 -5.3633 -2.0216
H: -2.7044 -4.6391 -0.7981
H: -2.4841 -2.3144 -0.0124
O: 4.0879 -0.6147 -0.3715
C: 3.4497 -0.9570 -1.4151
O: 2.2281 -0.8487 -1.5998
H: 4.0713 -1.3803 -2.2297

The gap between HOMO and LUMO is 7.45 eV. The value obtained for the highest occupied orbital energy is -6.8746 eV. Its spin multiplicity is 1.

---

# C23H35N3O5S

One molecule with the formula C23H35N3O5S at a distorted geometry (ωB97M-V/def2-TZVPD, OMol25).

CARTESIAN COORDINATES (ANGSTROEM)
C: 4.9121 0.3226 -2.7269
H: 5.1997 0.7787 -3.6721
C: 6.0876 -0.4381 -2.1237
H: 6.8794 0.2642 -1.8495
C: 5.6948 -1.2708 -0.9038
H: 6.5132 -1.9540 -0.6710
C: 5.3797 -0.4182 0.3271
N: 4.8872 -1.2425 1.4153
C: 5.9458 -1.9194 2.1269
H: 5.5143 -2.5839 2.8732
H: 6.5276 -2.5223 1.4333
H: 6.6277 -1.2168 2.6372
C: 3.9575 -0.5881 2.3166
C: 2.8587 -1.5608 2.7654
H: 2.1248 -1.0094 3.3576
H: 3.2791 -2.3459 3.3950
C: 2.1741 -2.2234 1.5722
N: 1.5794 -1.2476 0.6859
C: 1.8464 -1.2232 -0.6311
O: 2.4490 -2.0904 -1.2313
C: 1.2696 -0.0094 -1.3390
H: 1.4829 -0.0696 -2.4038
H: 0.1963 0.0808 -1.1644
S: 2.0691 1.5396 -0.7256
O: 1.8487 1.5591 0.7297
C: 0.7523 2.6898 -1.4166
C: -0.4738 2.5006 -0.6304
C: -0.8555 3.1164 0.5315
O: -2.0138 2.5403 0.9337
C: -2.2836 1.5833 0.0196
N: -1.3874 1.5242 -0.9264
C: -3.4493 0.7426 0.1421
C: -4.3536 0.9117 1.1802
C: -5.4638 0.0884 1.2720
C: -5.6863 -0.9102 0.3370
C: -4.7628 -1.0873 -0.7242
C: -3.6609 -0.2624 -0.8093
H: -2.9379 -0.3624 -1.6008
O: -5.0579 -2.0894 -1.5922
C: -4.1728 -2.3249 -2.6607
H: -3.1740 -2.5955 -2.3038
H: -4.5979 -3.1612 -3.2129
H: -4.0984 -1.4544 -3.3203
O: -6.7402 -1.7652 0.3394
C: -7.6954 -1.6525 1.3650
H: -7.2510 -1.8242 2.3509
H: -8.1866 -0.6738 1.3533
H: -8.4335 -2.4271 1.1637
H: -6.1556 0.2365 2.0856
H: -4.1922 1.6846 1.9148
C: -0.2449 4.2000 1.3384
H: 0.7012 3.8581 1.7562
H: -0.0525 5.0761 0.7206
H: -0.9160 4.4706 2.1486
H: 0.6210 2.4289 -2.4621
H: 1.1460 3.6981 -1.3102
H: 1.2268 -0.4016 1.1150
H: 1.3973 -2.9122 1.9258
H: 2.9085 -2.7805 0.9865
H: 4.4647 -0.1804 3.2072
H: 3.4835 0.2484 1.8014
H: 6.2753 0.1588 0.6225
H: 4.5955 0.2948 0.0628
H: 4.8134 -1.8689 -1.1380
H: 6.4921 -1.1115 -2.8827
H: 4.0885 -0.3635 -2.9068
H: 4.5702 1.1100 -2.0593

The gap between HOMO and LUMO is 8.37 eV. The value obtained for the highest occupied orbital energy is -7.8151 eV. Its spin multiplicity is 1.

---

# C23H35N6O8PRe

C23H35N6O8PRe as an isolated structure (ωB97M-V/def2-TZVPD, OMol25).

CARTESIAN COORDINATES (ANGSTROEM)
Re: -0.3463 1.3276 1.0332
O: 0.7427 1.8335 2.8901
C: -0.1067 2.6485 3.7788
C: -1.5221 2.1385 3.6493
N: -1.9540 2.1542 2.2185
C: -2.2149 3.5468 1.7294
C: -0.9342 4.1970 1.2610
O: -0.7044 5.3601 1.2992
O: -0.0819 3.2714 0.7610
C: -3.1498 1.3139 1.9180
C: -3.1110 0.9270 0.4410
O: -4.0590 0.5736 -0.1703
O: -1.8554 1.0031 -0.1164
H: 1.5973 2.2795 2.7880
H: 0.0051 3.6947 3.4972
H: 0.2411 2.5173 4.8014
H: -2.1896 2.7508 4.2592
H: -1.5770 1.1083 3.9900
H: -2.7099 4.1370 2.4992
H: -2.8742 3.4821 0.8619
H: -4.0758 1.8429 2.1380
H: -3.1101 0.4027 2.5144
C: -2.6783 -2.9237 3.5895
C: -1.5792 -2.0506 4.1405
O: -1.2260 -0.9328 3.2375
P: -0.5763 -1.0397 1.8109
O: -1.5245 -1.7797 0.8322
C: -1.3956 -3.0986 0.1781
C: -2.7366 -3.4459 -0.4023
O: 0.6723 -1.9865 1.9301
C: 1.8560 -1.6684 2.7414
C: 2.3217 -2.9175 3.4383
H: -3.0336 -3.5746 4.3887
H: -2.3322 -3.5586 2.7763
H: -3.5230 -2.3291 3.2409
H: -0.6637 -2.6065 4.3335
H: -1.8828 -1.5542 5.0578
H: -1.0555 -3.8157 0.9227
H: -0.6300 -2.9911 -0.5883
H: -3.4955 -3.5145 0.3766
H: -2.6664 -4.4140 -0.8989
H: -3.0492 -2.7019 -1.1334
H: 1.5944 -0.8755 3.4453
H: 2.6070 -1.2933 2.0465
H: 1.6263 -3.2382 4.2126
H: 3.2860 -2.7239 3.9086
H: 2.4510 -3.7271 2.7212
C: 1.4986 3.0108 -1.7584
C: 1.6868 1.5757 -1.4160
N: 1.1007 0.8310 -0.4448
C: 1.5828 -0.4750 -0.6136
C: 2.4474 -0.4972 -1.6396
N: 2.4986 0.7875 -2.1257
C: 3.3751 1.1640 -3.2598
N: 3.1927 0.2524 -4.3287
N: 4.2050 -0.6324 -4.6296
N: 3.8581 -1.3325 -5.6279
C: 2.5919 -0.9305 -6.0340
C: 1.7959 -1.3976 -7.0822
C: 0.5674 -0.8019 -7.2463
C: 0.1307 0.2324 -6.3924
C: 0.9079 0.7004 -5.3539
C: 2.1550 0.0903 -5.2037
H: 0.6397 3.4334 -1.2602
H: 1.3569 3.1117 -2.8345
H: 2.3761 3.5954 -1.4770
H: 1.2803 -1.2985 0.0012
H: 3.0154 -1.2980 -2.0827
H: 4.4115 1.0761 -2.9395
H: 3.1666 2.1930 -3.5423
H: 2.1415 -2.1900 -7.7316
H: -0.0808 -1.1263 -8.0485
H: -0.8414 0.6751 -6.5646
H: 0.5633 1.5014 -4.7123

As for the expectation value of S²: 3.765. The total charge is +2. The gap between HOMO and LUMO (alpha / beta) is 7.72 / 5.32 eV. The value obtained for the highest occupied orbital energy (alpha / beta) is -13.2528 / -13.2527 eV. Its spin multiplicity is 4.

---

# C23H35OReS

C23H35OReS as an isolated structure at a distorted geometry (ωB97M-V/def2-TZVPD, OMol25).

CARTESIAN COORDINATES (ANGSTROEM)
C: -2.0536 -0.0787 -1.6771
C: -2.0638 -1.4441 -1.2163
C: -0.8198 -2.0478 -1.5920
C: -0.0127 -1.0542 -2.2424
C: -0.7911 0.1572 -2.3244
Re: -0.5068 -0.3503 -0.3246
C: 2.5916 0.6795 1.5663
C: 1.4152 1.4442 1.0038
H: 1.0148 2.2525 1.6218
C: 0.9587 1.3001 -0.3206
H: 1.7060 1.0988 -1.1051
H: 0.2199 2.0723 -0.6133
C: 3.1364 1.4113 2.8139
H: 2.3595 1.4447 3.5881
H: 4.0152 0.8904 3.2196
H: 3.4372 2.4436 2.5873
C: 3.7279 0.6149 0.5086
H: 3.3709 0.1360 -0.4038
H: 4.1105 1.6048 0.2359
H: 4.5809 0.0332 0.8770
C: -3.2097 -2.1426 -0.5626
H: -3.6455 -1.5412 0.2454
H: -4.0056 -2.3486 -1.2933
H: -2.8849 -3.0982 -0.1352
C: -0.5645 -3.5234 -1.5536
H: -0.3548 -3.8673 -0.5352
H: -1.4514 -4.0710 -1.9007
H: 0.2795 -3.8023 -2.1933
C: 1.2957 -1.2873 -2.9384
H: 1.6049 -2.3344 -2.8460
H: 1.2174 -1.0396 -4.0083
H: 2.0913 -0.6583 -2.5155
C: -0.4643 1.3630 -3.1486
H: 0.6185 1.4892 -3.2497
H: -0.8913 1.2774 -4.1590
H: -0.8833 2.2653 -2.6914
C: -3.1994 0.8748 -1.6247
H: -2.8476 1.9109 -1.6725
H: -3.8811 0.7068 -2.4712
H: -3.7781 0.7510 -0.7023
C: 1.1669 -1.4758 1.1281
C: 2.2280 -0.6754 1.8780
C: 1.7872 -2.6067 0.5268
C: 2.9963 -1.4749 2.7351
H: 0.0635 -1.6644 1.2984
C: 2.7595 -3.3364 1.2090
H: 1.4727 -2.9464 -0.4545
C: 3.2836 -2.8039 2.3990
H: 3.4606 -1.0540 3.6388
H: 3.0241 -4.3239 0.8466
H: 3.9197 -3.4165 3.0440
C: -3.5980 0.1302 2.3933
S: -2.1576 1.1738 2.0654
C: -1.5244 1.4194 3.7321
O: -1.0468 0.0998 1.6293
H: -4.1280 0.5531 3.2552
H: -3.2690 -0.8982 2.5874
H: -4.2563 0.1772 1.5151
H: -1.4386 0.4566 4.2482
H: -0.5415 1.8975 3.6469
H: -2.2254 2.0904 4.2354

As for the expectation value of S²: 3.809. The total charge is +1. The gap between HOMO and LUMO (alpha / beta) is 4.64 / 5.84 eV. The value obtained for the highest occupied orbital energy (alpha / beta) is -7.9477 / -9.6534 eV. Its spin multiplicity is 4.